This record from the Open Molecules 2025 dataset describes the molecule C3H6O3 in a non-equilibrium geometry. The level of theory is the ωB97M-V functional and the def2-TZVPD basis.

The geometry in XYZ format:
```
12
Properties=species:S:1:pos:R:3
C -1.265 -0.097 -0.260
O -0.483 -0.771 -1.246
C 0.986 -0.833 -0.724
O 1.221 0.488 -0.009
C 0.183 0.983 0.916
O -0.926 1.255 0.153
H -1.141 -0.822 0.597
H -2.301 0.064 -0.606
H 1.279 -1.716 0.035
H 1.662 -0.602 -1.553
H 0.649 1.838 1.150
H 0.135 0.214 1.548
```

Energy relative to the best compared isomer or geometry (same formula, charge and spin) ... 370.63 kJ/mol
Gap between HOMO and LUMO ... 11.48 eV
SMILES ... C1OCOCO1
Charge ... 0
Calculated total energy ... -343.51339 hartree
Molar mass ... 90.08 g mol⁻¹